(1)
Below is 10 unconnected molecules or ions with the total composition C32H46F18O28S4 in a non-equilibrium geometry, with properties calculated with ωB97M-V/def2-TZVPD.

```
128
Properties=species:S:1:pos:R:3:forces:R:3:mulliken_charge:R:1
H 23.232 1.024 -11.250 -0.513 1.065 -0.312 0.365
C 10.464 -9.922 -13.074 -2.026 -2.068 1.561 -0.238
H 18.018 -7.788 -3.684 -0.429 0.451 0.034 0.345
S 21.362 5.683 -3.294 -0.227 1.070 0.680 1.091
C 8.891 -2.850 -5.325 -1.630 -2.788 -1.990 0.842
C 9.584 1.299 -3.990 0.448 -0.657 0.716 -1.102
H 19.955 4.502 -0.635 -0.021 -0.300 -0.019 0.263
O 29.561 -1.004 -1.658 1.147 1.396 -1.581 -0.505
O 14.747 0.826 1.181 -1.138 0.926 0.708 -0.351
H 10.488 0.938 -3.500 0.192 -0.027 -0.244 0.309
H 19.722 3.262 -3.453 -0.274 0.147 0.091 0.278
H 20.418 2.591 -1.966 0.451 0.189 -0.095 0.272
O 9.967 -8.058 -15.755 1.651 0.060 1.084 -0.496
F 22.148 -5.443 -2.197 -0.437 -1.553 -1.055 -0.257
O 30.089 1.346 -2.543 1.713 -0.970 0.129 -0.332
F 9.883 -3.056 -6.203 -0.563 0.654 -0.145 -0.232
H 9.820 1.478 -5.039 -0.508 -0.672 -0.192 0.327
C 14.270 -14.981 3.897 0.343 0.371 -0.284 -0.229
O 15.579 0.866 3.337 -0.162 1.908 1.224 -0.322
O 23.161 -15.228 -3.733 -0.654 1.741 0.914 -0.519
O 13.270 -12.549 4.404 0.011 0.841 -0.510 -0.502
H 8.423 0.287 -2.465 0.451 -1.128 -0.077 0.296
H 18.656 4.789 -1.823 -0.177 -0.605 0.228 0.258
F 14.694 -15.018 -6.315 -0.630 -1.586 0.087 -0.252
C 20.282 3.502 -2.549 -0.655 0.824 -0.053 -0.216
F 18.733 0.939 -10.565 -0.249 0.541 -1.050 -0.227
H 11.010 -10.683 -12.517 0.090 0.254 0.311 0.261
H 25.536 -14.256 -5.123 -0.580 -0.174 0.155 0.319
O 19.570 -5.143 -3.035 1.250 -1.599 -0.907 -0.553
O 22.568 6.492 -3.009 -3.052 -2.723 -0.557 -0.513
H 18.707 -8.418 -5.100 0.127 0.191 -0.275 0.278
O 21.237 -0.653 -8.565 -2.850 2.703 -4.899 -0.533
H 16.128 -14.319 4.938 -0.151 -0.048 -0.421 0.320
H 28.893 0.567 -5.482 0.924 -0.176 -0.049 0.339
C 22.986 -14.094 -3.321 1.716 -1.128 -1.902 0.368
H 11.110 -8.433 -11.638 0.136 -0.486 0.276 0.231
H 13.211 -15.038 4.149 0.083 0.208 0.379 0.308
S 11.020 -8.143 -14.772 1.398 0.303 2.004 1.104
H 15.586 -1.068 0.777 0.267 0.670 -0.008 0.304
H 17.133 -7.081 -6.215 -0.072 0.177 0.167 0.349
H 17.133 -5.890 -4.829 -0.216 0.142 -0.488 0.274
F 8.734 -4.024 -4.694 0.126 0.236 0.461 -0.251
O 10.461 -7.615 -13.286 0.179 1.284 -3.331 -0.343
C 29.035 0.350 -4.423 -0.904 -0.501 0.188 -0.273
H 16.064 -20.501 -5.841 -0.386 -0.993 -0.166 0.312
F 15.769 -11.556 2.344 -0.437 0.602 -0.461 -0.230
O 14.038 -17.171 -8.247 1.118 -0.552 3.263 -0.530
H 25.352 -13.398 -6.617 0.122 0.362 0.018 0.347
H 14.696 -14.456 5.950 0.046 0.057 -0.033 0.307
F 22.365 -7.123 -3.721 0.015 0.275 0.827 -0.228
C 20.690 -0.079 -9.569 3.373 -1.080 2.916 0.414
O 14.512 -13.848 3.054 -0.495 3.125 -0.862 -0.361
H 17.301 -19.722 -6.520 0.503 0.119 -0.457 0.322
O 8.257 -0.872 -4.342 0.726 0.194 0.065 -0.271
C 14.459 -11.386 2.568 -0.561 -2.800 0.459 0.866
C 29.115 1.603 -3.580 -1.170 -0.446 1.321 -0.242
H 15.900 -19.045 -8.497 0.097 0.398 0.177 0.318
F 12.753 -16.002 -6.103 -0.164 0.089 -0.267 -0.232
C 17.724 -6.528 -5.485 0.559 0.462 0.659 -0.969
O 11.133 -9.710 -14.222 2.535 2.442 -3.590 -0.328
C 15.222 -14.900 5.105 -0.718 -0.655 0.181 -1.067
F 18.696 -1.217 -10.302 -0.118 0.776 0.741 -0.235
F 7.666 -2.666 -5.968 2.127 0.208 0.407 -0.240
S 30.529 -0.278 -2.469 0.224 -0.248 -0.419 1.065
H 28.111 -0.158 -4.147 0.218 -0.568 0.162 0.264
F 14.251 -10.274 3.232 -0.075 0.319 -0.458 -0.214
H 9.466 2.310 -3.602 -0.602 -0.126 0.336 0.368
H 16.712 -0.720 2.883 -0.062 -0.011 0.329 0.280
H 23.421 -12.072 -5.806 0.138 0.146 0.216 0.289
O 15.235 -18.313 -6.630 -1.180 1.419 -0.186 -0.215
C 14.976 -0.565 1.528 0.115 0.468 1.695 -0.232
H 7.460 0.764 -3.781 0.137 0.474 0.015 0.320
H 15.525 -15.902 5.411 0.010 -0.034 0.005 0.340
C 10.299 -8.612 -12.343 0.682 0.224 1.395 -0.207
H 14.425 -15.771 3.161 0.474 -0.362 0.543 0.319
C 22.668 -13.836 -1.807 -1.345 0.699 -1.778 0.836
H 18.474 -5.920 -5.991 -0.278 0.148 -0.309 0.304
F 22.157 -5.094 -4.264 1.332 2.503 -2.896 -0.236
C 16.464 -20.342 -6.843 0.568 1.629 1.518 -1.195
H 29.157 2.499 -4.200 1.325 0.211 0.528 0.294
H 23.953 2.441 -9.245 0.204 -0.251 -0.714 0.378
O 19.826 -7.060 -4.212 1.472 -0.491 -0.724 -0.290
S 14.448 1.753 2.588 0.125 -1.508 0.791 1.084
C 8.436 0.335 -3.554 -0.862 2.039 -1.173 -0.253
O 30.196 -0.437 -4.131 0.397 -0.228 1.581 -0.357
H 22.313 2.853 -9.724 0.094 0.318 0.108 0.307
H 23.287 -0.009 -10.057 -0.379 -0.353 1.059 0.330
C 23.620 -13.063 -5.397 0.779 -0.240 -1.651 -0.275
C 14.443 -17.294 -7.079 0.051 -1.124 -4.383 0.347
C 15.656 -0.474 2.991 -0.161 -1.049 -2.533 -0.271
O 23.176 -12.989 -4.076 -0.912 -0.196 2.669 -0.263
C 20.258 -6.033 -3.529 -3.555 1.716 1.408 0.430
C 19.086 -0.033 -9.770 2.622 -0.559 -0.311 0.803
O 10.152 -1.805 -3.587 -0.802 -0.288 -1.639 -0.529
C 14.057 -16.224 -6.074 0.695 1.004 0.326 0.862
F 23.386 -14.626 -1.072 1.135 -0.044 0.868 -0.225
O 12.375 -7.567 -14.935 -3.667 -1.643 -0.125 -0.507
H 14.073 -1.169 1.612 -0.393 0.555 -0.115 0.248
O 13.175 1.469 3.230 1.516 0.046 -1.628 -0.516
C 25.133 -13.338 -5.551 -0.531 0.016 0.312 -1.054
O 21.418 0.636 -10.547 -4.804 -1.828 1.387 -0.310
C 21.765 -5.956 -3.432 0.068 -1.128 2.653 0.859
F 22.806 -12.525 -1.465 -0.153 -1.494 0.004 -0.226
O 14.856 3.138 2.520 -0.114 -2.428 -0.764 -0.494
C 18.497 -7.468 -4.609 0.160 -1.289 0.911 -0.305
C 13.973 -12.621 3.438 0.590 -2.361 0.827 0.383
O 20.694 5.829 -4.583 1.119 -0.385 2.201 -0.516
F 21.389 -14.244 -1.637 0.019 0.782 0.169 -0.251
C 9.221 -1.778 -4.371 0.764 1.881 3.466 0.415
C 15.502 -19.401 -7.547 0.083 -0.872 -0.979 -0.181
H 9.553 -10.416 -13.413 -0.717 0.246 0.714 0.257
F 14.376 -16.633 -4.867 0.303 0.124 0.992 -0.235
H 15.148 -1.173 3.654 0.012 0.416 0.288 0.270
O 21.497 4.091 -2.916 2.879 0.722 -1.320 -0.322
C 19.727 4.630 -1.693 -2.290 -0.252 1.140 -0.280
O 20.261 5.867 -2.044 2.248 1.303 -2.299 -0.314
C 22.938 2.053 -9.328 -0.147 0.846 -0.107 -1.132
H 28.218 1.704 -2.968 -0.391 0.084 -0.477 0.250
H 14.585 -19.926 -7.816 -0.306 0.265 0.276 0.310
C 22.723 0.894 -10.295 3.833 -0.533 0.694 -0.242
O 31.950 -0.546 -2.171 -3.486 1.447 -1.379 -0.503
H 22.989 -13.699 -6.018 0.098 -0.578 0.348 0.351
H 16.905 -21.212 -7.327 -0.752 0.083 -0.203 0.371
H 25.661 -12.525 -5.054 0.166 0.110 -0.344 0.304
H 22.690 1.974 -8.269 -0.546 -0.894 -0.150 0.308
F 18.554 0.226 -8.600 -0.524 -0.748 0.643 -0.226
F 13.745 -11.442 1.410 0.880 0.737 0.633 -0.239
H 9.382 -8.396 -11.794 -0.261 -0.617 -0.298 0.266
```
Forces are in eV/Å.

Multiplicity ... 1
SMILES string ... CCOC(=O)C(F)(F)F.CCOC(=O)C(F)(F)F.CCOC(=O)C(F)(F)F.CCOC(=O)C(F)(F)F.CCOC(=O)C(F)(F)F.CCOC(=O)C(F)(F)F.O=S1(=O)OCCO1.O=S1(=O)OCCO1.O=S1(=O)OCCO1.O=S1(=O)OCCO1
HOMO energy ... -11.0407 eV
LUMO level ... 0.16 eV

(2)
Below is a molecular structure, C32H46InN8O13P2S4 in a non-equilibrium geometry, with properties calculated with ωB97M-V/def2-TZVPD.

```
106
Properties=species:S:1:pos:R:3:forces:R:3:mulliken_charge:R:1
H 2.921 0.060 -2.760 0.106 -0.066 -0.173 0.293
O 2.144 -4.642 -0.309 -0.120 0.024 0.174 -0.875
H 3.867 3.491 -3.867 0.054 0.053 0.086 0.375
O 0.591 -0.591 1.488 0.518 0.539 -0.699 -0.644
N -0.539 -0.796 -2.722 -0.951 -0.666 1.286 -0.016
H 2.578 1.050 -4.192 0.018 0.041 0.037 0.431
C 1.261 -5.051 2.305 0.217 -0.207 0.005 -0.582
N -3.603 -2.009 1.734 -0.296 0.966 0.153 2.034
H -3.247 -4.640 2.170 0.047 0.142 0.240 0.243
C -2.848 -2.936 0.995 0.534 -0.985 -0.226 -0.322
N 1.112 4.266 1.586 -0.101 -0.525 -0.373 0.317
C 4.501 3.590 -0.066 -0.099 0.119 0.063 -0.853
H 0.258 3.123 3.079 -0.055 -0.017 0.191 0.157
H -3.977 -2.993 -1.872 0.008 -0.115 0.070 0.602
H -3.312 1.558 3.314 -0.040 0.000 0.046 0.311
H -4.868 -3.322 2.872 -0.016 -0.243 0.041 0.562
O -0.374 1.673 -1.547 -0.218 -0.872 1.080 0.008
C -0.147 1.665 -2.790 -0.119 -0.350 -1.254 0.442
H -5.671 -1.005 4.042 -0.118 0.024 0.126 0.587
C 0.682 -5.563 3.452 0.113 0.021 0.014 -0.527
O -1.759 -2.972 -2.891 -0.194 0.096 0.471 -0.762
O -0.574 -0.666 3.644 -0.120 0.391 0.299 -0.994
H -7.191 1.250 -0.428 -0.038 0.100 0.013 0.365
S -1.902 -1.560 -3.150 -0.039 -0.488 -1.244 1.441
C 1.499 5.624 1.287 0.073 -0.068 -0.117 -1.070
H 5.518 1.384 1.071 -0.022 -0.055 -0.012 0.391
C -3.697 0.339 -2.201 -0.023 -0.014 -0.153 -0.400
H -2.154 3.418 -1.602 0.002 -0.015 -0.026 0.239
C -5.399 -1.558 -1.128 0.105 0.018 -0.128 -0.964
H -3.032 1.076 -2.624 0.122 0.161 -0.016 0.373
O 2.028 -2.231 -0.211 -0.270 0.822 0.085 -0.463
O -0.141 -5.988 -0.686 -0.124 -0.120 -0.257 -0.686
C -4.548 -2.321 2.690 -0.272 0.170 0.345 -0.750
S -2.540 0.402 0.761 0.064 0.455 -0.103 0.782
C 4.920 1.243 0.168 0.037 -0.213 0.070 -1.051
H -5.009 1.367 3.864 0.018 -0.035 -0.026 0.392
H 2.036 5.658 0.343 0.084 0.134 -0.071 0.152
O -2.272 -2.395 -0.095 0.175 -0.812 0.324 1.233
H 2.088 3.375 -3.752 0.072 -0.017 0.037 0.248
H -1.979 -6.202 0.917 0.075 -0.087 -0.073 0.296
O 2.095 0.548 -0.665 -0.750 -0.890 0.133 -0.362
C 3.023 3.355 -3.185 0.058 0.302 -0.116 -0.788
H 5.596 1.272 -0.699 0.001 -0.042 -0.032 0.293
C -4.240 -1.953 -1.766 -0.114 -0.167 -0.053 -1.053
O -0.188 2.114 1.044 -0.129 -0.506 0.046 -0.061
H -4.629 1.843 2.182 -0.069 0.075 0.029 0.277
H -6.920 -0.040 0.748 -0.039 0.007 0.098 0.265
C -2.694 -4.236 1.336 -0.449 1.187 -0.093 -1.050
N -4.288 -0.143 2.659 0.354 -0.565 -0.404 0.602
C -5.728 -0.210 -1.024 -0.045 0.071 -0.021 1.161
C -0.179 -4.770 4.194 0.093 -0.034 -0.065 -0.672
H 0.839 5.396 -1.358 0.077 0.195 -0.102 0.201
H 0.718 0.181 -4.053 -0.214 0.084 -0.013 -0.072
H 0.886 -6.582 3.747 0.033 -0.090 0.001 0.380
N 3.913 2.279 0.097 -0.808 -0.330 -0.197 0.252
P 2.602 1.899 -0.904 1.683 1.626 -0.309 -0.398
H -0.683 -5.170 5.064 0.029 -0.009 0.088 0.395
H 5.077 3.839 0.830 -0.005 -0.003 -0.045 0.360
H -7.839 -0.368 -0.718 -0.100 0.011 0.034 0.399
C -0.176 5.068 -1.553 0.090 0.210 -0.156 -0.749
H 0.772 -5.715 -0.895 -0.062 -0.033 0.076 0.506
H -2.716 4.733 -0.540 -0.007 -0.073 0.021 0.428
S 1.394 -3.467 0.138 0.279 -1.317 -0.215 1.483
H 5.167 3.642 -0.938 -0.007 -0.014 -0.008 0.301
In -0.145 -0.382 -0.528 0.064 0.315 -0.119 1.512
C -2.038 3.875 -0.616 -0.312 -0.075 0.086 -0.749
H -0.145 -3.553 -1.719 0.227 -0.195 0.183 0.686
H -6.060 -2.305 -0.708 -0.078 -0.078 0.021 0.360
C -1.826 -5.159 0.671 0.562 -0.054 -0.742 -1.382
H -2.294 3.132 0.135 -0.144 0.004 0.018 0.173
C -0.396 -3.464 3.805 0.054 0.137 0.064 -1.011
C -0.817 -4.912 -0.199 -0.546 -0.551 0.559 -0.314
O 1.654 3.145 -0.604 -0.227 -0.232 -0.188 1.631
C -4.876 0.730 -1.584 -0.070 -0.089 -0.088 -0.754
H -1.011 0.456 -4.303 0.377 0.164 -0.020 0.538
H 2.166 5.984 2.076 -0.008 -0.005 -0.063 0.374
H 3.004 4.171 -2.469 0.064 0.222 -0.064 0.185
H -0.170 4.438 -2.448 -0.022 0.086 0.073 0.249
H -1.030 -2.808 4.384 -0.066 0.031 0.089 0.510
C -3.374 -1.000 -2.269 0.384 -0.046 -0.268 0.653
C -0.278 -3.587 -0.624 0.455 -0.108 -0.071 0.095
C 3.236 0.936 -3.327 0.158 -0.286 -0.136 -1.206
C -4.955 -1.169 3.263 -0.176 -0.675 0.051 -0.994
H -5.122 1.780 -1.527 -0.026 0.129 0.036 0.295
N -0.826 -2.444 -0.024 -0.217 1.217 0.067 -0.688
C 0.167 -2.934 2.649 -0.467 0.581 0.036 -0.564
C -6.992 0.188 -0.316 0.083 -0.014 -0.051 -1.637
O 0.104 2.662 -3.468 0.011 0.145 -0.170 -0.850
C -0.238 0.332 -3.536 0.301 0.852 -0.555 -1.315
C 0.975 -3.758 1.884 0.068 0.099 -0.621 0.317
H -0.368 4.790 3.010 -0.064 0.040 0.052 0.286
S -0.536 -1.221 2.278 0.152 -1.284 1.471 1.991
H 4.422 0.279 0.210 0.123 -0.169 0.076 0.196
H 0.638 6.302 1.226 -0.036 0.035 -0.040 0.283
N -0.682 4.337 -0.402 0.624 -0.800 0.211 0.497
C -4.318 1.239 3.033 0.080 0.483 -0.013 -1.050
H -0.808 5.945 -1.714 0.019 0.065 0.026 0.329
N 3.176 2.105 -2.473 -0.925 -0.226 0.863 0.402
C 0.526 4.160 2.906 -0.044 -0.217 0.156 -0.999
O -2.220 -1.243 -4.533 0.040 0.291 0.217 -0.849
H 4.262 0.786 -3.684 -0.089 -0.038 -0.021 0.354
H 1.261 4.476 3.651 -0.035 -0.008 -0.003 0.357
C -3.455 -0.641 1.701 0.031 0.028 -0.378 -1.670
H 1.911 -5.659 1.696 -0.027 -0.103 -0.036 0.503
H 3.710 4.324 -0.180 0.055 0.169 0.041 -0.015
P 0.367 3.293 0.402 0.540 2.159 0.249 -1.146
```
Forces are in eV/Å.

Multiplicity ... 1
HOMO energy ... -4.7475 eV
LUMO level ... 2.31 eV
Net charge ... -1

Quick rundown of electronic energy, same order as above: -6743.7370, -5128.9248 a.u.
Quick rundown of orbital gap, same order as above: 11.20, 7.06 eV